Density functional theory data (ωB97M-V/def2-TZVPD) for an isolated molecule of C22H43ClIN4O8PS at a distorted geometry.

Summary:
LUMO: 0.0081 Ha
HOMO-LUMO gap: 8.621 eV
charge: 0
E: -3182.10687 Ha

```
81
C22H43ClIN4O8PS (ωB97M-V/def2-TZVPD)
I 1.421 -2.662 0.063
Cl 1.105 1.894 1.028
S -2.143 1.707 -1.581
P -3.882 1.075 2.076
O -2.751 1.106 -0.188
O -1.036 3.623 0.897
O -4.623 2.320 2.400
O -2.498 3.094 -1.704
O 5.299 -1.505 -0.775
O -0.576 1.737 -1.170
O -1.001 4.845 1.638
O -1.699 -1.291 -1.438
N -1.750 -3.192 0.735
N -3.641 -1.716 0.533
N -3.093 -2.841 2.593
N 4.681 0.227 -2.096
C -2.544 -2.156 1.383
C -2.226 1.363 1.126
C 1.332 -0.749 1.103
C -1.602 -1.087 2.036
C 5.492 -0.380 -1.091
C -1.152 1.445 3.908
C 1.847 2.093 -2.107
C -2.719 -1.398 -2.419
C -3.225 -2.837 -2.598
C -0.519 -0.646 -1.849
C 1.484 0.671 -1.672
C -2.731 -3.472 -3.909
C -0.491 0.821 2.909
C 2.815 -0.333 1.306
C 0.258 0.284 0.598
C 4.375 1.661 -1.880
C 3.165 0.084 2.740
C 6.610 0.424 -0.474
C -1.076 0.340 1.556
C 3.232 2.100 -2.794
C 0.098 0.463 -0.968
C -2.154 2.890 1.385
H -2.946 -3.471 -1.757
H 1.912 2.802 -1.286
H -3.560 -0.762 -2.123
H -2.317 3.146 2.430
H 3.171 1.436 -3.662
H 3.393 -1.247 1.162
H -4.641 0.314 1.193
H -3.029 3.292 0.869
H 2.869 1.109 2.967
H 1.151 2.440 -2.872
H 7.381 0.605 -1.228
H -3.737 -3.559 2.277
H 2.280 0.172 -1.130
H -1.719 -3.132 -4.145
H 0.505 0.466 3.148
H 1.049 -1.088 2.094
H 3.221 0.350 0.568
H -0.670 2.288 4.403
H -3.777 -2.317 -0.267
H -3.605 -2.181 3.171
H -4.507 -1.729 1.054
H 3.405 3.125 -3.130
H 5.263 2.255 -2.129
H 7.048 -0.169 0.326
H 6.269 1.374 -0.065
H -2.093 -3.434 -0.182
H 5.123 0.139 -3.004
H -2.041 -0.890 3.013
H 4.129 1.817 -0.828
H -2.100 1.139 4.336
H 0.255 -1.388 -2.047
H -2.398 -1.032 -3.400
H 2.664 -0.572 3.458
H -0.531 4.586 2.445
H -1.756 -4.027 1.306
H 4.239 -0.028 2.894
H -0.659 -0.166 -2.826
H 1.456 0.126 -2.622
H -0.736 -1.686 2.312
H -3.361 -3.148 -4.740
H -2.753 -4.561 -3.874
H -4.315 -2.783 -2.665
H -3.616 0.383 3.264
```